Entry 1:
The following is a DFT calculation (ωB97M-V/def2-TZVPD) of a structure of composition C41H50FeN4O5SSeSi.

Structure (ORCA input):
```
! wB97M-V def2-TZVPD RIJCOSX def2/J DEFGRID3
* xyz -1 6
Fe 1.61 0.85 -1.19
C 2.68 0.61 -4.71
N 1.80 1.46 -3.94
C 2.18 2.86 -4.07
C 0.40 1.24 -4.13
C -0.12 0.67 -5.28
C -1.47 0.40 -5.39
C -2.31 0.68 -4.33
C -1.80 1.24 -3.17
C -0.45 1.55 -3.04
N 0.18 2.07 -1.89
C -0.46 2.93 -1.00
C -1.69 3.57 -1.18
C -2.24 4.37 -0.19
C -1.57 4.58 1.00
C -0.28 4.06 1.15
C 0.28 3.29 0.15
N 1.66 2.89 0.14
C 2.40 3.83 -0.72
C 2.30 2.87 1.45
H 2.36 -0.43 -4.65
H 3.69 0.70 -4.30
H 2.72 0.90 -5.77
H 2.24 3.15 -5.13
H 1.43 3.49 -3.59
H 3.15 3.02 -3.60
H 0.55 0.41 -6.08
H -1.86 -0.06 -6.30
H -3.36 0.43 -4.38
H -2.46 1.37 -2.32
H -2.23 3.44 -2.11
H -3.21 4.83 -0.35
H -2.01 5.17 1.80
H 0.28 4.28 2.04
H 2.31 4.85 -0.32
H 3.45 3.54 -0.75
H 2.00 3.81 -1.73
H 3.29 2.42 1.34
H 1.73 2.25 2.14
H 2.42 3.88 1.85
C 6.59 -0.93 -0.81
Si 4.88 -0.69 -0.06
C 3.92 -2.29 -0.13
C 5.07 -0.10 1.71
Se 3.96 1.00 -1.28
H 7.18 -1.61 -0.19
H 7.12 0.02 -0.89
H 6.51 -1.36 -1.81
H 4.60 -3.12 -0.40
H 3.13 -2.28 -0.87
H 3.47 -2.53 0.84
H 5.44 -0.91 2.35
H 4.12 0.24 2.11
H 5.78 0.73 1.75
C -5.39 -1.34 -1.88
C -3.91 -1.50 -2.12
C -3.44 -2.19 -3.23
C -2.08 -2.33 -3.46
C -1.18 -1.78 -2.57
C -1.62 -1.08 -1.46
C -2.99 -0.95 -1.24
S 0.56 -2.03 -2.86
O 0.95 -3.24 -2.17
O 0.74 -2.04 -4.29
O 1.19 -0.83 -2.22
H -5.86 -0.78 -2.70
H -5.59 -0.81 -0.95
H -5.89 -2.31 -1.83
H -4.15 -2.62 -3.93
H -1.71 -2.85 -4.33
H -0.91 -0.64 -0.77
H -3.33 -0.40 -0.37
C -4.89 -0.85 5.25
C -3.43 -0.91 5.63
C -3.08 -0.75 6.96
C -1.74 -0.76 7.35
C -0.76 -0.97 6.40
C -1.09 -1.16 5.05
N -0.02 -1.38 4.17
C -0.04 -2.25 3.08
C -0.61 -3.51 3.22
C -0.62 -4.41 2.17
C -0.05 -4.07 0.95
C 0.52 -2.81 0.80
C 0.53 -1.90 1.85
C 1.16 -0.55 1.64
O 1.74 -0.01 2.59
O 1.02 -0.01 0.47
C -2.44 -1.10 4.65
C -2.82 -1.15 3.19
H -5.50 -0.68 6.14
H -5.22 -1.78 4.78
H -5.09 -0.04 4.55
H -3.85 -0.61 7.70
H -1.47 -0.62 8.38
H 0.28 -1.01 6.67
H 0.67 -0.64 4.08
H -1.04 -3.78 4.18
H -1.07 -5.39 2.30
H -0.04 -4.75 0.11
H 0.96 -2.54 -0.13
H -2.89 -2.17 2.82
H -2.07 -0.64 2.58
H -3.78 -0.66 3.02
*
```

energy above the lowest of the compared OMol25 structures with the same formula, charge and spin = 0.0 kJ/mol
DFT total energy = -6540.6428 Eh

Entry 2:
The following is a DFT calculation (ωB97M-V/def2-TZVPD) of a cluster of 11 separate species, C23H68O16 in total in a non-equilibrium geometry.

Structure (ORCA input):
```
! wB97M-V def2-TZVPD RIJCOSX def2/J DEFGRID3
* xyz 0 1
C -5.52 -36.37 -12.62
O -6.15 -35.49 -13.53
C -5.52 -35.46 -14.79
C -6.19 -34.38 -15.62
O -7.48 -34.73 -16.06
C -8.21 -33.58 -16.45
H -4.65 -36.86 -13.06
H -6.25 -37.00 -12.11
H -5.14 -35.81 -11.75
H -5.55 -36.43 -15.30
H -4.47 -35.18 -14.72
H -5.58 -34.16 -16.50
H -6.29 -33.51 -14.95
H -7.71 -32.96 -17.20
H -8.40 -32.99 -15.55
H -9.13 -33.90 -16.93
C -2.22 -29.68 -6.84
O -3.15 -28.98 -7.63
C -2.64 -28.31 -8.73
C -3.76 -27.68 -9.55
O -4.70 -28.62 -9.97
C -4.36 -29.53 -10.97
H -1.74 -28.98 -6.14
H -1.39 -30.09 -7.43
H -2.74 -30.51 -6.36
H -2.06 -28.95 -9.42
H -1.95 -27.49 -8.45
H -3.21 -27.24 -10.40
H -4.21 -26.88 -8.97
H -3.74 -29.04 -11.73
H -5.30 -29.96 -11.32
H -3.80 -30.38 -10.54
C -9.18 -35.63 -10.93
O -9.73 -36.38 -9.87
C -11.15 -36.40 -9.89
C -11.63 -37.18 -8.68
O -11.48 -36.59 -7.41
C -10.27 -35.87 -7.10
H -8.10 -35.55 -10.90
H -9.59 -34.62 -11.03
H -9.45 -36.13 -11.86
H -11.52 -36.87 -10.80
H -11.50 -35.36 -9.80
H -11.36 -38.24 -8.75
H -12.72 -37.36 -8.69
H -10.51 -35.30 -6.21
H -9.95 -35.24 -7.93
H -9.51 -36.63 -6.89
C -10.04 -27.45 -12.82
O -8.67 -27.69 -13.04
C -8.35 -28.80 -13.84
C -8.69 -30.17 -13.23
O -8.16 -30.13 -11.92
C -8.24 -31.42 -11.32
H -10.56 -27.46 -13.79
H -10.17 -26.46 -12.40
H -10.51 -28.27 -12.26
H -7.26 -28.77 -13.87
H -8.83 -28.62 -14.80
H -8.39 -30.95 -13.93
H -9.78 -30.26 -13.15
H -8.19 -31.33 -10.24
H -7.34 -31.96 -11.64
H -9.17 -31.94 -11.57
C -11.23 -31.50 -8.72
O -12.24 -32.15 -9.49
C -13.05 -33.02 -8.73
C -14.14 -33.60 -9.64
O -13.61 -34.02 -10.85
C -14.42 -34.79 -11.70
H -10.27 -31.91 -9.03
H -11.31 -31.74 -7.65
H -11.33 -30.42 -8.73
H -13.62 -32.42 -8.00
H -12.45 -33.78 -8.22
H -15.00 -32.94 -9.75
H -14.56 -34.43 -9.04
H -14.98 -34.22 -12.46
H -15.34 -35.11 -11.17
H -13.88 -35.64 -12.11
C -8.60 -27.25 -9.11
O -9.16 -28.46 -9.54
H -8.80 -26.40 -9.77
H -9.05 -27.00 -8.15
H -7.51 -27.30 -8.99
H -8.81 -28.73 -10.39
C -12.52 -30.93 -12.53
O -12.44 -32.25 -13.02
H -13.56 -30.59 -12.51
H -12.10 -30.89 -11.52
H -11.92 -30.23 -13.10
H -12.78 -32.88 -12.38
C -8.83 -26.65 -17.65
O -8.46 -27.91 -18.19
H -8.48 -25.88 -18.36
H -9.91 -26.64 -17.47
H -8.25 -26.53 -16.74
H -9.03 -28.20 -18.89
O -12.12 -24.89 -15.38
H -12.98 -24.48 -15.55
H -12.30 -25.83 -15.33
O -11.40 -31.68 -15.55
H -11.42 -31.99 -14.62
H -12.10 -32.19 -15.97
O -5.81 -27.47 -16.97
H -6.51 -27.08 -17.50
H -6.26 -27.89 -16.23
*
```

energy above the lowest of the compared OMol25 structures with the same formula, charge and spin = 11.2 kJ/mol
DFT total energy = -2120.6173 Eh

Entry 3:
The following is a DFT calculation (ωB97M-V/def2-TZVPD) of an isolated molecule of C3H4FN3 in a non-equilibrium geometry.

Structure (ORCA input):
```
! wB97M-V def2-TZVPD RIJCOSX def2/J DEFGRID3
* xyz 0 3
C -0.29 0.10 -0.13
C 2.16 0.07 -0.10
C -1.68 0.54 -0.02
N 0.85 0.92 -0.29
N 1.68 -1.17 0.01
N 0.35 -1.12 0.08
F 3.37 0.63 -0.05
H -1.96 0.42 1.05
H -1.77 1.56 -0.36
H -2.50 -0.11 -0.52
H -0.23 -1.84 0.33
*
```

energy above the lowest of the compared OMol25 structures with the same formula, charge and spin = 14.8 kJ/mol
DFT total energy = -380.5834 Eh

Entry 4:
The following is a DFT calculation (ωB97M-V/def2-TZVPD) of an isolated molecule of C6H9O3P in a non-equilibrium geometry.

Structure (ORCA input):
```
! wB97M-V def2-TZVPD RIJCOSX def2/J DEFGRID3
* xyz 0 1
C 3.31 -0.60 0.34
C 1.92 -0.26 -0.26
C 0.77 -0.15 0.41
C -0.46 0.28 -0.19
O -0.47 0.48 -1.54
C -1.52 -0.78 0.10
C -2.43 -1.53 0.22
O -3.32 -2.43 0.26
P -1.41 1.87 0.78
O -2.23 2.35 -0.58
H 3.27 -0.55 1.39
H 4.03 -0.03 -0.10
H 3.57 -1.60 0.04
H 1.89 0.18 -1.20
H 0.44 -0.39 1.41
H -1.28 0.16 -1.92
H -4.01 -2.48 1.00
H -0.52 2.91 1.08
H -1.54 2.58 -1.25
*
```

energy above the lowest of the compared OMol25 structures with the same formula, charge and spin = 503.0 kJ/mol
DFT total energy = -800.9372 Eh

Entry 5:
The following is a DFT calculation (ωB97M-V/def2-TZVPD) of a cluster of 2 separate species, C5H14NO in total in a non-equilibrium geometry.

Structure (ORCA input):
```
! wB97M-V def2-TZVPD RIJCOSX def2/J DEFGRID3
* xyz -1 1
C 0.03 -0.93 2.31
O -0.27 -0.42 1.04
C -1.28 -1.13 3.13
H 0.78 -0.33 2.96
H 0.48 -1.96 2.24
H -1.09 -1.43 4.17
H -1.79 -1.93 2.59
H -1.78 -0.16 3.09
C 1.11 -0.52 -1.41
C -0.01 0.47 -1.63
C 0.07 1.83 -0.93
N -0.19 0.80 -3.06
H 1.20 -0.71 -0.28
H 0.81 -1.46 -1.93
H 2.07 -0.16 -1.86
H -0.95 -0.01 -1.26
H -0.84 2.43 -1.16
H 0.01 1.62 0.17
H 1.07 2.35 -1.18
H 0.14 0.01 -3.64
H 0.43 1.61 -3.35
*
```

energy above the lowest of the compared OMol25 structures with the same formula, charge and spin = 78.6 kJ/mol
DFT total energy = -328.8638 Eh

Entry 6:
The following is a DFT calculation (ωB97M-V/def2-TZVPD) of an isolated molecule of C4H9N3 in a non-equilibrium geometry.

Structure (ORCA input):
```
! wB97M-V def2-TZVPD RIJCOSX def2/J DEFGRID3
* xyz 0 1
H 2.32 0.24 2.57
N 1.95 0.05 1.63
C 0.78 -0.45 1.73
N -0.03 -0.83 0.70
C 0.20 -0.41 -0.66
N -0.55 -1.17 -1.65
C -0.18 1.04 -0.77
C -1.38 1.58 -0.54
H 0.32 -0.64 2.71
H -1.02 -0.91 0.90
H 1.26 -0.52 -0.89
H 0.02 -1.20 -2.49
H -0.58 -2.12 -1.31
H 0.65 1.70 -1.04
H -2.23 0.97 -0.26
H -1.54 2.66 -0.63
*
```

energy above the lowest of the compared OMol25 structures with the same formula, charge and spin = 144.5 kJ/mol
DFT total energy = -322.0353 Eh

Entry 7:
The following is a DFT calculation (ωB97M-V/def2-TZVPD) of a structure of composition C9H11O3 in a non-equilibrium geometry.

Structure (ORCA input):
```
! wB97M-V def2-TZVPD RIJCOSX def2/J DEFGRID3
* xyz -1 1
C 2.21 3.21 2.02
C 0.83 3.41 1.52
O 0.19 2.40 1.08
O 0.20 4.50 1.60
H 3.01 3.52 1.31
H 2.47 2.15 2.35
H 2.46 3.79 3.03
C -2.10 -2.74 -2.27
C -0.81 0.06 -0.19
C -1.54 -0.62 -1.11
C 0.51 -0.54 0.22
C -1.24 -2.02 -1.35
C 0.83 -1.92 -0.06
C -0.12 -2.59 -0.76
O 1.24 0.13 1.03
H -1.13 0.96 0.28
H -2.35 -0.02 -1.59
H 0.73 1.28 1.08
H 1.73 -2.38 0.36
H -2.62 -3.66 -1.87
H -1.59 -3.19 -3.17
H 0.05 -3.66 -0.87
H -2.95 -2.06 -2.62
*
```

energy above the lowest of the compared OMol25 structures with the same formula, charge and spin = 138.5 kJ/mol
DFT total energy = -575.3057 Eh

Entry 8:
The following is a DFT calculation (ωB97M-V/def2-TZVPD) of an isolated molecule of C32H46O16.

Structure (ORCA input):
```
! wB97M-V def2-TZVPD RIJCOSX def2/J DEFGRID3
* xyz 0 1
C -0.17 0.46 4.32
O 1.15 0.96 4.45
C 1.60 1.85 3.51
C 0.84 2.47 2.54
C 1.42 3.37 1.65
C 2.77 3.67 1.78
C 3.55 3.05 2.74
C 2.98 2.13 3.61
O 3.74 1.51 4.55
H 3.16 0.91 5.04
H 4.60 3.28 2.85
H 3.24 4.39 1.12
C 0.61 4.03 0.56
H -0.36 4.33 0.96
H 1.13 4.93 0.24
C 0.41 3.13 -0.68
H 0.08 3.77 -1.51
C 1.77 2.53 -1.08
H 2.56 3.28 -0.97
H 1.77 2.20 -2.12
O 2.05 1.43 -0.21
C 3.11 0.63 -0.57
C 3.53 -0.17 0.68
O 4.69 0.40 1.25
H 4.44 1.17 1.79
C 3.86 -1.64 0.33
O 2.72 -2.45 0.34
H 2.55 -2.77 -0.57
C 4.61 -1.68 -1.01
O 5.86 -1.04 -0.91
H 5.82 -0.38 -0.20
C 3.75 -1.03 -2.12
O 2.69 -0.23 -1.61
C 3.10 -2.08 -3.04
O 2.32 -3.01 -2.33
H 1.42 -2.67 -2.19
H 3.89 -2.65 -3.54
H 2.50 -1.57 -3.80
H 4.42 -0.40 -2.73
H 4.81 -2.72 -1.28
H 4.54 -2.00 1.12
H 2.69 -0.15 1.38
H 3.97 1.23 -0.93
C -0.65 2.03 -0.47
C -0.73 1.06 -1.66
H -1.43 1.45 -2.42
H 0.24 0.92 -2.13
O -1.25 -0.21 -1.29
C -0.32 -1.10 -0.71
O -0.28 -2.28 -1.47
C -1.46 -3.10 -1.49
C -2.34 -2.79 -0.28
O -3.30 -3.80 -0.09
H -4.09 -3.39 0.28
C -1.40 -2.66 0.95
C -0.64 -1.34 0.79
O 0.50 -1.25 1.58
H 1.19 -1.86 1.26
H -1.32 -0.55 1.12
O -2.13 -2.63 2.15
H -2.71 -3.41 2.15
H -0.69 -3.51 0.95
H -2.83 -1.82 -0.43
C -2.21 -2.94 -2.82
O -2.83 -1.69 -2.98
H -2.27 -1.03 -2.54
H -1.49 -3.11 -3.63
H -2.99 -3.70 -2.87
H -1.11 -4.13 -1.42
H 0.69 -0.68 -0.78
H -0.34 1.44 0.39
C -2.06 2.62 -0.21
C -3.08 1.54 0.04
C -3.17 0.94 1.28
C -4.01 -0.14 1.49
C -4.79 -0.62 0.45
C -4.78 0.04 -0.79
C -3.92 1.10 -0.99
H -3.88 1.59 -1.95
O -5.66 -0.47 -1.70
C -5.59 -0.01 -3.03
H -5.80 1.06 -3.10
H -4.62 -0.24 -3.47
H -6.37 -0.56 -3.57
O -5.54 -1.75 0.61
H -6.06 -1.86 -0.20
H -4.04 -0.65 2.44
H -2.56 1.30 2.10
H -2.03 3.27 0.67
H -2.35 3.23 -1.07
H -0.21 2.27 2.47
H -0.29 -0.07 3.38
H -0.91 1.26 4.41
H -0.29 -0.23 5.15
*
```

DFT total energy = -2450.8040 Eh

> Among the records above, which one has the lowest DFT total energy?

C41H50FeN4O5SSeSi

What did the third record say?
The following is a DFT calculation (ωB97M-V/def2-TZVPD) of an isolated molecule of C3H4FN3 in a non-equilibrium geometry.

Structure (ORCA input):
```
! wB97M-V def2-TZVPD RIJCOSX def2/J DEFGRID3
* xyz 0 3
C -0.29 0.10 -0.13
C 2.16 0.07 -0.10
C -1.68 0.54 -0.02
N 0.85 0.92 -0.29
N 1.68 -1.17 0.01
N 0.35 -1.12 0.08
F 3.37 0.63 -0.05
H -1.96 0.42 1.05
H -1.77 1.56 -0.36
H -2.50 -0.11 -0.52
H -0.23 -1.84 0.33
*
```

energy above the lowest of the compared OMol25 structures with the same formula, charge and spin = 14.8 kJ/mol
DFT total energy = -380.5834 Eh

> The lowest DFT total energy belongs to which entry?

C41H50FeN4O5SSeSi

> What is the DFT total energy in the sixth record?

-322.0353 Eh